# C24H51N2O5P2S

A cluster of 2 separate species, C24H51N2O5P2S in total (ωB97M-V/def2-TZVPD, the Open Molecules 2025 dataset).

Values from the calculation:
- 2S+1 = 1
- LUMO energy (hartree) = -0.106
- Kohn-Sham gap (Ha) = 0.247
- highest occupied orbital energy (eV) = -9.62
- charge = +1

```
85
Properties=species:S:1:pos:R:3:mulliken_charge:R:1
P 0.21 -4.01 2.14 0.629
H -4.53 5.06 6.02 0.367
H 4.17 0.49 -0.36 0.507
C -3.94 4.31 5.44 -1.160
O 0.45 -1.38 2.90 -0.427
H -1.09 -2.02 1.56 0.162
H -2.94 4.26 5.91 0.292
H -6.45 0.25 4.57 0.286
H 2.58 0.56 -6.50 0.291
H -0.87 2.34 1.15 0.141
H -6.02 -1.11 3.48 0.361
H 1.91 -3.09 -3.20 0.361
C 0.17 0.91 3.94 -1.031
O 1.49 -3.81 1.09 -0.370
C 2.53 -0.25 -5.77 -0.745
C -4.53 0.60 3.58 -0.269
H -1.97 1.97 3.17 -0.316
H 4.54 -0.96 -3.78 0.248
C -0.90 1.31 0.71 -0.403
H 1.62 -0.59 -1.40 -0.071
H -0.57 1.78 -5.87 0.440
H 2.76 -2.69 -1.01 0.042
H 3.47 -2.74 -4.00 0.266
H -1.25 -2.45 3.33 0.356
C 4.07 -0.59 -0.44 -1.127
C -4.61 2.88 5.56 -0.433
H 2.55 0.84 -1.85 0.499
H -5.57 2.91 4.98 0.331
H -1.88 0.84 0.98 0.166
H 0.58 -0.40 0.71 -0.417
O -0.91 1.13 4.83 -0.340
H -4.88 2.67 6.62 0.363
C -1.89 2.02 4.29 0.215
H 3.30 -0.94 0.25 0.395
C -0.53 -2.34 2.48 -0.517
H 5.02 -1.08 -0.22 0.381
H -1.52 -4.39 0.93 0.346
H -5.19 -0.93 5.07 0.363
H -1.48 -0.89 -5.80 0.450
H -3.89 4.60 4.37 0.284
N -1.80 0.79 -3.00 0.348
H 1.19 1.11 1.51 0.398
C -1.02 1.24 -5.02 -0.617
N 3.65 -0.96 -1.85 0.219
H -0.01 0.80 -1.29 -0.546
H 1.61 -0.80 -5.91 0.310
P -3.56 1.45 4.96 -0.124
C -0.18 -0.07 2.75 0.699
H -1.01 2.84 -3.34 0.334
C 3.46 -2.47 -1.81 0.004
S 0.88 -4.74 3.79 -0.398
C -2.00 -0.41 -3.63 -0.309
H 5.66 -1.17 -2.45 0.557
C 1.75 -0.23 -3.52 0.543
H 0.84 0.38 -3.51 -0.280
C -2.15 0.97 -1.56 -0.950
H -1.66 3.09 4.52 0.328
H 1.15 -3.26 0.35 0.226
H -2.98 1.71 -1.44 0.206
H 4.43 -2.89 -1.53 0.600
H 3.38 -0.92 -5.93 0.276
H -0.63 2.53 -1.09 0.418
C -0.81 1.45 -0.86 0.212
O -0.98 -4.99 1.49 -0.491
H 5.52 1.24 -1.87 0.370
O 2.64 0.32 -4.47 -0.351
H -5.09 1.36 2.97 0.359
H 5.93 1.04 -3.56 0.440
H 1.44 -1.24 -3.80 0.271
C -1.24 1.82 -3.71 -0.324
H -2.44 -0.03 -1.16 0.370
H -2.43 -1.33 -3.20 0.360
C -5.60 -0.37 4.20 -1.216
H 0.66 1.85 3.56 0.355
C 3.00 -3.14 -3.10 -1.249
H 4.30 1.51 -3.12 0.252
H -3.86 0.06 2.86 0.104
H -1.28 -0.24 2.80 0.042
C 2.34 -0.19 -2.11 -0.689
H 0.96 0.38 4.54 0.349
C 4.79 -0.60 -2.79 -0.328
C 5.14 0.88 -2.83 -1.292
H 3.23 -4.20 -3.05 0.475
C 0.28 0.48 1.33 0.432
C -1.50 -0.16 -4.97 -0.615
```